# 1
DFT (the ωB97M-V functional and the def2-TZVPD basis) results for a cluster of 2 separate species, C5H15N2O in total in a non-equilibrium geometry.

gap between HOMO and LUMO: 10.19 eV
HOMO energy: -13.3 eV
net charge: +1
LUMO level: -0.1127 hartree

Element x y z (Å)
O -0.053603 -0.014497 -1.188338
C 0.549377 0.591402 -2.043827
C 0.417653 2.134283 -2.237153
N 1.784172 2.663597 -2.156244
H 1.309011 0.112667 -2.725180
H -0.049390 2.325431 -3.224021
H -0.323026 2.531300 -1.515230
H 1.858016 3.520701 -2.653066
H 1.965686 2.898078 -1.235392
C -2.090010 -0.971675 1.910486
C -0.633010 -1.360794 2.181362
C -0.199653 -2.776367 1.689682
N 0.233400 -0.321238 1.405563
H -2.172785 0.140396 1.894387
H -2.384189 -1.315817 0.913186
H -2.754845 -1.498804 2.605905
H -0.332302 -1.187051 3.201915
H -0.338339 -2.830083 0.601851
H -0.831353 -3.482110 2.217778
H 0.838852 -2.934591 1.957030
H 0.166635 0.584279 1.894570
H 1.234160 -0.602882 1.386221
H -0.146460 -0.243139 0.438213

Cartesian forces (eV/Å) of the 3 atoms listed first:
O 0.117 -0.296 -0.328
C 0.235 1.513 -0.705
C -0.307 -0.926 -0.134


# 2
DFT (the ωB97M-V functional and the def2-TZVPD basis) results for a cluster of 2 separate species, C5H15N2O in total in a non-equilibrium geometry.

gap between HOMO and LUMO: 9.59 eV
HOMO energy: -12.9 eV
net charge: +1
LUMO level: -0.1230 hartree

Element x y z (Å)
C -0.192594 -1.754207 2.230170
C 0.138965 -0.776093 1.086366
C -0.044896 -1.449851 -0.282261
C -0.316756 -0.519536 -1.423907
C -0.991280 0.604079 -1.324020
N -0.962542 1.637298 -2.394943
N 1.480448 -0.193774 1.222045
H 0.409892 -1.580624 3.113130
H -1.270800 -1.731502 2.422343
H -0.088824 -2.806187 1.936219
H -0.632242 -0.008873 1.171798
H 0.814362 -2.054150 -0.528032
H -0.853197 -2.162594 -0.096580
H 0.121131 -0.883123 -2.340355
H -1.082424 1.064281 -0.354277
H -0.105147 1.592277 -2.944509
H -1.801873 1.499914 -2.961192
H -1.013076 2.564211 -1.973276
H 2.168176 -0.934153 1.246300
H 1.497678 0.366849 2.063223
H 1.365382 1.870185 0.136373
H 0.580690 3.167416 0.323514
O 0.778935 2.488160 -0.328127

Cartesian forces (eV/Å) of the 3 atoms listed first:
C -0.707 -0.846 -0.768
C 0.090 -0.528 0.481
C -0.481 0.190 1.017


# 3
DFT (the ωB97M-V functional and the def2-TZVPD basis) results for a cluster of 2 separate species, C5H15N2O in total in a non-equilibrium geometry.

gap between HOMO and LUMO (alpha / beta): 11.00 / 7.19 eV
HOMO energy (alpha / beta): -18.7 / -18.7 eV
2S+1: 2
⟨S²⟩: 0.77
net charge: +2
LUMO level (alpha / beta): -0.2829 / -0.4227 hartree

Element x y z (Å)
C 1.312306 -0.569076 1.641493
C 1.272317 -1.582103 0.157201
C -0.215205 -1.804757 -0.097497
N -0.885929 0.690188 -2.951540
C -0.826829 -0.014028 -1.757088
C -0.709462 -1.341162 -1.475511
N 0.612110 0.665231 1.207012
H 2.341112 -0.193435 1.793695
H 0.836710 -0.969056 2.515638
H 1.778740 -0.980913 -0.703395
H 1.993424 -2.384680 0.329648
H -0.761221 -1.536092 0.696155
H -0.511842 -2.809936 -0.140934
H -0.769029 0.108662 -3.847346
H -1.674551 1.313610 -3.106645
H -0.935946 0.687202 -0.828324
H -0.716897 -1.980759 -2.274864
H 0.413583 1.467353 1.885617
H 1.334913 1.075069 0.420219
H -0.297000 0.446361 0.673872
H -1.527643 2.754987 2.568315
H -1.167700 3.914025 1.460092
O -0.895968 3.043311 1.834192

Cartesian forces (eV/Å) of the 3 atoms listed first:
C 1.227 -0.548 -3.336
C 1.462 3.306 1.706
C 1.025 -1.553 -4.063


# 4
DFT (the ωB97M-V functional and the def2-TZVPD basis) results for a cluster of 2 separate species, C5H15N2O in total in a non-equilibrium geometry.

gap between HOMO and LUMO (alpha / beta): 3.60 / 2.92 eV
HOMO energy (alpha / beta): -16.3 / -16.3 eV
2S+1: 2
⟨S²⟩: 0.76
net charge: +2
LUMO level (alpha / beta): -0.4658 / -0.4919 hartree

Element x y z (Å)
N -3.918284 0.655079 -0.368035
C -0.006505 -0.560455 -0.286960
C -0.156173 0.802951 0.369135
C 0.161891 1.923353 -0.615860
O 0.080559 3.263626 0.002321
C 0.199380 -1.822448 0.486986
N 1.570461 -2.438250 0.177516
C 2.631409 -1.504783 0.519392
H -4.082684 1.335982 0.377821
H -3.569785 -0.312036 -0.148792
H -3.509687 1.057143 -1.204506
H -0.531864 -0.708400 -1.163899
H -1.142543 0.822390 0.739781
H 0.500788 0.819300 1.264162
H -0.590401 1.924963 -1.440134
H 1.132355 1.751867 -0.987238
H 0.771860 3.854449 -0.291147
H 0.266155 -1.734601 1.667802
H -0.346038 -2.707502 0.192854
H 1.658837 -2.728360 -0.821577
H 3.468431 -1.621886 -0.292538
H 2.329218 -0.421437 0.288153
H 3.082620 -1.650945 1.534763

Cartesian forces (eV/Å) of the 3 atoms listed first:
N 1.206 -0.894 0.234
C -2.108 2.030 3.917
C 4.358 -2.474 -0.856


# 5
DFT (the ωB97M-V functional and the def2-TZVPD basis) results for the molecule C5H15N2P in a non-equilibrium geometry.

gap between HOMO and LUMO: 8.78 eV
HOMO energy: -7.7 eV
LUMO level: 0.0384 hartree

Element x y z (Å)
C 1.082007 -1.421246 -1.666261
C 1.148794 -0.623803 -0.263041
N -0.136542 -0.185135 0.216419
C -0.533438 -0.917636 1.372931
C 0.263200 -0.406288 2.584911
P -1.445259 0.556525 -0.800331
C -0.323698 1.516042 -1.847615
N -1.850090 1.876648 0.049931
H 0.985394 -0.697919 -2.454312
H 1.877823 -2.109071 -1.959772
H 0.083650 -2.015656 -1.561448
H 1.383847 -1.438954 0.424329
H 1.823386 0.186568 -0.468647
H -0.341535 -1.950177 1.178125
H -1.623600 -0.687409 1.626766
H 0.475815 0.660492 2.409624
H -0.224112 -0.505365 3.469381
H 1.281093 -0.735776 2.661371
H 0.384505 0.865335 -2.173533
H 0.057846 2.435589 -1.416144
H -0.975993 1.794098 -2.737195
H -1.076545 2.308012 0.498541
H -2.316549 1.495126 0.855973

Cartesian forces (eV/Å) of the 3 atoms listed first:
C -2.444 -0.501 1.396
C -0.599 -2.062 -2.264
N -1.087 1.333 -1.544


# 6
DFT (the ωB97M-V functional and the def2-TZVPD basis) results for a cluster of 2 separate species, C5H15N2S in total.

gap between HOMO and LUMO: 9.68 eV
HOMO energy: -12.6 eV
net charge: +1
LUMO level: -0.1078 hartree

Element x y z (Å)
C 0.656655 0.901763 -1.686038
C -0.040871 1.338533 -2.730470
N 0.014093 0.814564 -4.005210
N 0.628809 1.609799 -0.399980
H 1.254677 0.005907 -1.673659
H -0.660867 2.222578 -2.642006
H -0.874405 0.812133 -4.490001
H 0.450560 -0.093601 -4.070083
H 1.473230 2.176499 -0.265148
H 0.557861 0.933531 0.429989
H -0.161936 2.246979 -0.316825
C -2.129140 -0.517981 2.137783
C -0.845986 -1.327321 2.112832
S 0.627570 -0.246237 2.156911
C 1.821593 -1.331756 1.329356
H -2.975021 -1.185751 2.035416
H -2.179815 0.187351 1.311321
H -2.242746 0.049407 3.058951
H -0.778110 -1.923640 1.205102
H -0.777946 -1.982955 2.980513
H 2.016318 -2.187783 1.969372
H 1.408924 -1.699604 0.393231
H 2.756556 -0.802412 1.158637

Cartesian forces (eV/Å) of the 3 atoms listed first:
C -0.118 -0.132 0.195
C 0.073 -0.024 -0.519
N -0.393 -0.206 0.579


# 7
DFT (the ωB97M-V functional and the def2-TZVPD basis) results for a cluster of 3 separate species, C5H15N3 in total in a non-equilibrium geometry.

gap between HOMO and LUMO (alpha / beta): 7.13 / 7.13 eV
HOMO energy (alpha / beta): -6.2 / -6.2 eV
LUMO level (alpha / beta): 0.0333 / 0.0333 hartree

Element x y z (Å)
C 0.969004 0.953728 -0.721612
C -0.175111 -0.822569 -0.708998
C -0.508663 -0.706578 0.656410
C -1.172383 -0.549638 -1.803928
C 0.456125 -1.153595 1.717402
N 2.173552 1.026694 0.053093
N 0.096708 2.073616 -0.586004
N -1.484957 0.160173 1.095309
H 1.241132 0.807785 -1.767966
H 0.630462 -1.511176 -0.917091
H -1.302282 -2.191941 0.227382
H 2.004224 1.147789 1.044623
H -0.316298 2.127929 0.338780
H 2.790028 0.237608 -0.098810
H 0.564408 2.953361 -0.794130
H -1.519487 0.370508 2.080915
H -2.240171 0.350034 0.453343
H -0.738349 -0.773211 -2.777435
H -2.058889 -1.173664 -1.680803
H -1.471282 0.500077 -1.800052
H -0.068378 -1.819605 2.403100
H 1.294254 -1.699856 1.292813
H 0.836355 -0.307471 2.293659

Cartesian forces (eV/Å) of the 3 atoms listed first:
C -0.804 -1.768 -1.234
C 2.501 4.421 -0.994
C -2.491 -3.617 0.495


# 8
DFT (the ωB97M-V functional and the def2-TZVPD basis) results for the ion C5H15N3 with charge +2 in a non-equilibrium geometry.

gap between HOMO and LUMO: 11.37 eV
HOMO energy: -18.1 eV
net charge: +2
LUMO level: -0.2482 hartree

Element x y z (Å)
N 0.830985 -3.343885 1.820337
C 0.595929 -2.188291 1.177407
N -0.392519 -1.366907 1.305121
C -0.607501 -0.352151 0.278869
C 0.653643 0.685710 0.416529
C 0.492498 1.880585 -0.559542
C -0.610490 1.430117 -1.563410
N -0.852215 2.693033 -2.409961
H 1.873347 -3.442786 1.957686
H 0.278786 -3.839898 2.449583
H 1.496430 -1.935523 0.511455
H -1.255078 -1.700007 1.769655
H -1.510143 0.268053 0.492405
H -0.426436 -0.804332 -0.716044
H 1.534152 0.119866 0.305776
H 0.556559 1.055862 1.510047
H 1.394932 2.102281 -1.044957
H 0.216001 2.798328 0.037494
H -1.636261 1.256542 -0.974920
H -0.272139 0.546934 -2.209700
H -0.313355 2.675931 -3.230270
H -0.326748 3.506527 -1.880601
H -1.858280 2.780699 -2.485207

Cartesian forces (eV/Å) of the 3 atoms listed first:
N 3.121 2.342 -1.568
C 2.722 -1.634 0.485
N -2.237 -0.741 -0.412


# 9
DFT (the ωB97M-V functional and the def2-TZVPD basis) results for the molecule C5H15N3O in a non-equilibrium geometry.

gap between HOMO and LUMO: 9.26 eV
HOMO energy: -8.4 eV
LUMO level: 0.0335 hartree

Element x y z (Å)
C 1.480543 0.228079 1.188380
N 0.190337 0.143916 0.531489
C -0.615050 1.309632 0.798208
N -0.702003 1.466087 2.239831
O -1.895661 1.229765 0.227538
C 0.207088 -0.606412 -0.853827
C -0.487322 0.136239 -1.994273
C -0.494379 -1.930593 -0.536192
N 1.526594 -0.892998 -1.333979
H 2.190082 0.885102 0.666761
H 1.911773 -0.766107 1.276280
H 1.336504 0.620616 2.188862
H -0.186208 2.246086 0.392524
H -1.304616 2.250487 2.459113
H -1.102599 0.624975 2.643751
H -2.276908 0.380626 0.487482
H -0.525851 -0.539065 -2.846886
H 0.092788 1.019570 -2.273464
H -1.493249 0.448672 -1.738611
H -0.360202 -2.077254 0.553488
H -0.044173 -2.742457 -1.098396
H -1.560279 -1.879798 -0.753281
H 2.063844 -0.051556 -1.504360
H 2.048946 -1.503611 -0.720438

Cartesian forces (eV/Å) of the 3 atoms listed first:
C 0.018 -0.117 -0.090
N -0.129 -0.209 -0.676
C 0.100 0.328 0.184


# 10
DFT (the ωB97M-V functional and the def2-TZVPD basis) results for a cluster of 2 separate species, C5H15N3O in total in a non-equilibrium geometry.

gap between HOMO and LUMO: 8.48 eV
HOMO energy: -7.5 eV
LUMO level: 0.0356 hartree

Element x y z (Å)
C -1.236211 1.591965 0.195586
C -1.647817 0.688309 -0.930638
N -1.928687 1.365187 -2.136075
C -1.754133 -0.639727 -0.826945
N -1.427402 -1.408779 0.330914
H -1.541699 1.205131 1.169127
H -0.148360 1.708061 0.203604
H -1.694506 2.574118 0.075083
H -2.008135 0.751292 -2.935371
H -1.268023 2.106892 -2.329499
H -2.008083 -1.241721 -1.689885
H -1.502274 -0.867851 1.184669
H -2.025767 -2.221293 0.421756
C 1.695077 -0.535584 1.905418
C 2.271172 -0.593607 0.510607
N 2.080682 0.574906 -0.249146
O 1.355962 -1.526474 -0.433905
H 2.350483 0.079401 2.524855
H 1.622530 -1.530970 2.343283
H 0.716511 -0.059269 1.887176
H 3.249893 -1.084945 0.468079
H 1.437625 -0.195645 -0.978912
H 2.969918 0.884632 -0.630405
H 0.441245 -1.624030 -0.079376

Cartesian forces (eV/Å) of the 3 atoms listed first:
C 0.043 -0.056 -0.064
C 0.046 -0.247 0.079
N -0.091 0.048 -0.048


# 11
DFT (the ωB97M-V functional and the def2-TZVPD basis) results for a structure of composition C5H15N3O in a non-equilibrium geometry.

gap between HOMO and LUMO: 8.30 eV
HOMO energy: -7.7 eV
LUMO level: 0.0216 hartree

Element x y z (Å)
C 1.693242 -0.772404 0.019030
C 1.561355 -0.895167 -1.466123
N 1.297443 1.076712 0.559214
H 1.654687 1.856596 0.015587
H 1.511780 1.262180 1.534236
H 1.344426 -1.631856 0.577685
H 2.717250 -0.558076 0.310304
H 1.697981 0.064063 -1.963070
H 2.354018 -1.558345 -1.830736
H 0.620478 -1.357793 -1.757447
C -1.885052 -0.725440 -0.328780
C -0.908752 -0.525490 1.854443
N -0.763027 -0.215088 0.438486
C -0.405376 1.294917 0.227733
N -0.527054 1.649627 -1.168580
O -0.876845 2.107344 1.055783
H -1.188211 2.399286 -1.308738
H -0.505232 0.907607 -1.851857
H -2.172493 -1.720932 0.015520
H -2.757988 -0.066477 -0.231768
H -1.637044 -0.803729 -1.387970
H -0.114348 -0.073163 2.444928
H -0.872626 -1.609649 1.994903
H -1.838612 -0.104723 2.247217

Cartesian forces (eV/Å) of the 3 atoms listed first:
C 1.886 2.981 0.211
C -0.141 -0.050 -0.045
N -1.100 -2.489 -1.130


Results for relative energy (zero: lowest compared OMol25 entry of this formula, charge and spin): 28.23; 40.97; 71.25; 182.00; 16.99; 17.48; 107.10; 56.29; 27.74; 62.40; 91.03 (in kcal/mol, following the order of the records).